{"formula": "C52H96O42", "method": "ωB97M-V with the def2-TZVPD basis set", "e_homo_ev": [-11.4, -11.4], "relative_energy_kcal_mol": 48.2, "gap_ev": [8.2425, 2.0203], "charge": 1, "spin_multiplicity": 2, "mol_weight_g_mol": 1393.30, "s2": 0.755, "e_tot_ev": -141460.6751, "lumo_ev": [-3.131, -9.353], "species": ["C", "C", "O", "C", "O", "O", "H", "H", "H", "H", "C", "C", "O", "C", "O", "O", "H", "H", "H", "H", "C", "C", "C", "O", "C", "O", "O", "H", "H", "H", "H", "H", "H", "C", "C", "C", "O", "C", "O", "O", "H", "H", "H", "H", "H", "H", "C", "O", "C", "O", "O", "C", "H", "H", "H", "H", "H", "H", "C", "O", "C", "O", "O", "C", "H", "H", "H", "H", "H", "H", "C", "C", "O", "C", "O", "O", "C", "H", "H", "H", "H", "H", "H", "H", "H", "C", "C", "O", "C", "O", "O", "C", "H", "H", "H", "H", "H", "H", "H", "H", "C", "C", "O", "C", "O", "O", "C", "H", "H", "H", "H", "H", "H", "H", "H", "C", "C", "O", "C", "O", "O", "C", "H", "H", "H", "H", "H", "H", "H", "H", "C", "C", "O", "C", "O", "O", "C", "H", "H", "H", "H", "H", "H", "H", "H", "C", "C", "O", "C", "O", "O", "C", "H", "H", "H", "H", "H", "H", "H", "H", "C", "C", "O", "C", "O", "O", "C", "H", "H", "H", "H", "H", "H", "H", "H", "C", "C", "O", "C", "O", "O", "C", "H", "H", "H", "H", "H", "H", "H", "H"], "xyz": [[-3.370998, -5.138514, -0.471726], [-3.814558, -5.672644, -1.794426], [-3.587978, -4.548844, -2.652376], [-2.938588, -3.534904, -2.065866], [-2.473078, -2.551624, -2.628656], [-2.769348, -3.817374, -0.730106], [-2.662358, -5.813014, 0.008874], [-4.230948, -5.127844, 0.197964], [-4.835828, -6.047284, -1.725496], [-3.271868, -6.600714, -1.974076], [-4.791808, 2.294576, 0.501434], [-4.831308, 3.389866, 1.519464], [-3.617748, 4.073496, 1.435534], [-2.916128, 3.613986, 0.386194], [-1.854548, 4.146536, 0.096114], [-3.551618, 2.602966, -0.163566], [-5.670368, 2.416116, -0.132176], [-4.723908, 1.325786, 0.996334], [-5.022298, 2.959176, 2.502384], [-5.565968, 4.168646, 1.314824], [2.545602, 0.137696, -4.053716], [3.277002, -1.139434, -3.615186], [2.555732, -1.838334, -2.444266], [2.456932, -3.165634, -2.821426], [2.965462, -3.309454, -3.997266], [2.849892, -4.330944, -4.616626], [3.398692, -2.152404, -4.514196], [2.449632, 0.878626, -3.260046], [1.534032, -0.102854, -4.380746], [3.151882, 0.622286, -4.819026], [4.304222, -0.830234, -3.422006], [1.554412, -1.436194, -2.290186], [3.082742, -1.725334, -1.496856], [3.144202, -1.092734, 2.219894], [3.293992, -0.258334, 3.518664], [4.628082, 0.485166, 3.625014], [4.276172, 1.852066, 3.835134], [2.955202, 1.966146, 3.772864], [2.376122, 3.028616, 3.666214], [2.391052, 0.793156, 3.385344], [4.013962, -1.732134, 2.068884], [3.029382, -0.630514, 1.239444], [2.418542, -1.903384, 2.285924], [3.082462, -0.807114, 4.436374], [5.177892, 0.374816, 2.690334], [5.162972, 0.110606, 4.497774], [-2.906368, 4.132966, -3.256726], [-4.157878, 4.037166, -2.540086], [-5.271988, 4.456996, -3.126456], [-5.575528, 4.919776, -4.261906], [-6.149338, 4.448466, -2.112956], [-7.390818, 5.169286, -2.129056], [-2.071158, 3.739956, -2.677006], [-2.710418, 5.165186, -3.546936], [-2.848498, 3.506586, -4.146896], [-8.149508, 4.396876, -2.255086], [-7.520658, 5.816696, -2.996286], [-7.661218, 5.572436, -1.153116], [-7.428818, 0.023676, 3.487674], [-6.076468, -0.156844, 3.424464], [-5.583428, -1.278294, 2.904654], [-6.281548, -2.292584, 2.573664], [-4.264148, -1.149814, 2.997364], [-3.489678, -2.236284, 2.581454], [-7.982708, -0.804524, 3.929714], [-7.679498, 0.073786, 2.428074], [-7.663298, 0.997696, 3.917104], [-4.129918, -3.105504, 2.731984], [-2.543058, -2.366644, 3.105864], [-3.264248, -2.184384, 1.516284], [0.174412, 1.630726, -0.879696], [-0.224738, 0.646466, 0.206574], [0.231932, -0.613954, -0.145666], [-0.029178, -1.696634, 0.593674], [-0.730768, -1.736904, 1.589154], [0.763232, -2.787034, 0.093084], [0.585132, -4.047884, 0.787734], [-0.584868, 1.509466, -1.652286], [1.049152, 1.297266, -1.438046], [0.223702, 2.683316, -0.600946], [-1.295998, 0.725626, 0.391594], [0.145712, 0.892016, 1.201854], [-0.473958, -4.229164, 0.970964], [0.930702, -3.989864, 1.819874], [1.164322, -4.841674, 0.315994], [2.898352, -6.552634, 2.071384], [3.852852, -7.809654, 2.027204], [4.759142, -7.592774, 0.939234], [4.543582, -8.054604, -0.328746], [3.696292, -8.857744, -0.751226], [5.459492, -7.384184, -1.052316], [5.465742, -7.659184, -2.465876], [2.106472, -6.758234, 1.351134], [3.468662, -5.670724, 1.779704], [2.413172, -6.344604, 3.025014], [3.229562, -8.697584, 1.921314], [4.356952, -7.857694, 2.992434], [4.644912, -7.498114, -3.164726], [5.996832, -8.588274, -2.672856], [6.092962, -6.803054, -2.714346], [4.214202, 2.276686, -1.311166], [4.210112, 2.152066, 0.243954], [4.393592, 3.426916, 0.899644], [5.645402, 3.700726, 1.446934], [6.686572, 3.094946, 1.192564], [5.514572, 4.811316, 2.325704], [4.282962, 5.550486, 2.505314], [4.998322, 2.931786, -1.690776], [3.298552, 2.713266, -1.710016], [4.452312, 1.328186, -1.792566], [4.865282, 1.347106, 0.576964], [3.179842, 1.877566, 0.470414], [3.674912, 5.566426, 1.600814], [4.476892, 6.465656, 3.064754], [3.608742, 5.015736, 3.174314], [-1.382868, 1.628386, 3.616214], [-2.457128, 2.442146, 4.449004], [-2.278298, 3.825076, 4.154054], [-1.565048, 4.611916, 4.944744], [-1.545168, 4.552186, 6.186454], [-0.866358, 5.389636, 4.131334], [0.212452, 6.060916, 4.720304], [-1.204218, 0.609966, 3.961174], [-0.427758, 2.130436, 3.770564], [-1.611318, 1.668436, 2.551184], [-2.595828, 2.121396, 5.481474], [-3.494828, 2.123316, 4.350904], [-0.107058, 7.014656, 5.140294], [1.033702, 6.160686, 4.010584], [0.662852, 5.502676, 5.541034], [1.443292, 2.228436, -8.371576], [1.123492, 2.222786, -6.906316], [-0.159048, 1.608976, -6.726496], [-0.912108, 1.789946, -5.623066], [-0.678538, 2.542686, -4.659206], [-1.793698, 0.818146, -5.622896], [-2.474298, 0.518066, -4.512816], [0.966192, 1.392306, -8.882816], [2.514002, 2.047396, -8.465876], [1.216882, 3.166906, -8.877646], [1.094712, 3.204736, -6.434046], [1.871762, 1.611996, -6.401206], [-2.967128, -0.408254, -4.808016], [-3.135228, 1.346106, -4.256636], [-1.827088, 0.151956, -3.715836], [-0.448098, -2.389134, -6.205536], [-1.652828, -3.134504, -5.717216], [-1.466958, -4.561484, -5.739616], [-0.847918, -5.246434, -4.808656], [-0.702048, -6.492304, -4.832376], [-0.430048, -4.499674, -3.783006], [0.129752, -5.147014, -2.588436], [0.414242, -2.561474, -5.561506], [-0.624288, -1.319694, -6.089976], [-0.017778, -2.568884, -7.190736], [-2.432698, -2.870974, -6.431676], [-1.943348, -2.756174, -4.737126], [-0.595858, -5.763584, -2.057926], [0.532622, -4.421214, -1.882026], [0.921822, -5.844354, -2.861276], [1.351162, 5.419106, 0.037864], [0.553182, 6.426606, 0.814474], [1.567002, 7.362766, 1.271524], [1.295382, 8.340656, 2.126624], [0.191152, 8.571336, 2.617014], [2.381712, 8.979606, 2.319334], [2.355362, 10.364316, 2.792374], [0.754302, 4.838346, -0.665396], [1.934762, 4.697136, 0.609064], [2.061632, 5.821696, -0.684116], [0.001032, 6.036466, 1.669474], [-0.159388, 6.961386, 0.186494], [2.029002, 10.518366, 3.820904], [1.642942, 10.929436, 2.191374], [3.342712, 10.811326, 2.676554], [0.094762, -1.789274, 4.963384], [0.564342, -3.243204, 5.207804], [-0.357158, -4.204564, 4.763214], [0.088922, -5.549004, 4.562354], [1.169782, -6.067374, 4.955474], [-0.987518, -6.172584, 4.008984], [-0.818078, -7.463134, 3.447224], [0.535992, -1.553754, 3.994904], [0.685542, -1.127414, 5.596654], [-0.966718, -1.546174, 5.010894], [0.823162, -3.433514, 6.249384], [1.471692, -3.526104, 4.674164], [-0.485468, -8.203074, 4.175204], [-0.076448, -7.297644, 2.665764], [-1.728468, -7.795674, 2.948524]], "forces_ev_per_angstrom": [[0.1, 0.3, 1.4], [0.0, -0.3, 0.7], [-0.3, -0.6, -1.6], [1.4, 1.0, 0.7], [-1.3, -2.2, 1.2], [-0.7, -0.9, -0.8], [0.4, 0.5, 0.0], [0.2, 1.0, 0.2], [-0.3, 0.9, -0.6], [0.6, 0.4, -1.2], [0.3, 0.6, 0.1], [-1.4, 0.9, 1.1], [0.8, -0.1, 0.3], [1.6, 2.4, 1.2], [-1.7, -1.7, -0.4], [0.1, -1.5, -1.5], [0.5, -0.5, -0.5], [0.1, -0.1, -0.4], [0.3, 0.4, 0.2], [-0.5, -0.4, 0.0], [0.3, -0.6, -0.5], [0.1, 2.4, 2.4], [0.1, 2.3, 1.2], [-0.3, -0.6, 2.0], [-0.8, -1.1, -3.0], [0.6, -0.1, -0.1], [0.0, -1.7, -2.3], [0.2, -0.3, 0.3], [0.0, 0.1, -0.3], [-0.3, 0.0, -0.3], [0.1, 0.0, 0.7], [-0.1, 0.0, -0.1], [0.1, -0.2, 0.0], [0.8, -1.8, 0.6], [0.2, -0.4, -1.8], [0.2, -0.7, 0.3], [0.4, -0.5, 0.7], [-1.3, 2.4, -3.0], [0.5, -1.7, 1.3], [-1.3, 1.1, 1.1], [0.6, 0.2, 0.2], [-0.2, 0.9, 0.5], [-0.7, 0.4, 0.3], [-0.1, -0.3, -0.2], [0.3, 0.3, 0.2], [0.4, 0.2, -0.3], [0.3, -0.1, -0.8], [1.1, -0.3, -1.3], [-2.2, 2.8, -2.1], [2.1, -2.1, 3.5], [-0.3, 0.2, 1.0], [-1.0, -1.5, -1.0], [-0.5, 0.3, 0.7], [-0.1, 0.0, 0.1], [-0.7, 0.2, -0.1], [-0.2, -0.1, -0.2], [0.5, 0.3, 0.4], [0.9, 0.5, -0.1], [-2.1, 0.1, -1.7], [2.6, -0.2, 0.6], [-2.5, -2.9, 0.5], [2.9, 3.8, 0.7], [-0.1, 0.8, -0.1], [-0.2, -1.9, -0.8], [0.2, 0.1, 0.2], [-1.1, 0.1, 0.0], [0.3, -0.3, 0.3], [0.4, -0.4, 0.0], [-0.4, 0.6, 0.3], [0.0, 0.2, 0.0], [-0.5, -0.8, -1.0], [-0.5, 2.3, 1.7], [0.6, -3.1, -0.9], [0.5, -0.6, 1.0], [1.2, -0.3, -1.8], [-1.4, 1.4, 0.6], [-0.4, 1.0, 1.2], [-0.3, 0.5, -0.1], [0.6, 0.2, 0.6], [0.0, -0.3, 0.2], [-0.3, -0.6, -0.5], [0.6, 0.1, 0.0], [-0.1, -0.4, -0.7], [0.5, 0.3, 0.0], [-0.3, 0.3, -0.4], [0.4, -0.9, -0.3], [-1.8, 1.4, 0.2], [-0.1, -0.9, -0.4], [-1.3, -0.6, 0.2], [2.1, 2.2, 1.4], [-1.9, -1.2, -0.2], [2.1, 1.3, -0.5], [-0.1, 0.3, -0.2], [0.0, 0.0, -0.1], [0.3, -0.4, 0.1], [0.4, -0.2, -0.3], [0.7, -0.1, -0.5], [-1.0, -0.4, 1.1], [-0.2, 0.0, 0.1], [0.6, -0.4, -0.7], [0.9, 0.5, 0.3], [-0.8, 0.4, -1.5], [1.5, -0.6, 0.6], [-0.2, 0.9, 0.4], [-2.9, 1.7, 1.1], [1.2, -2.1, -1.8], [-1.1, -1.4, 0.3], [0.2, 0.1, 0.4], [-0.2, -0.3, 0.2], [-0.4, -0.2, 0.1], [0.3, 0.5, 0.2], [0.0, -0.1, 0.5], [0.6, 0.9, -0.2], [0.5, 0.2, -0.9], [0.3, -0.5, 0.2], [-0.7, 1.0, 1.1], [0.0, -1.6, 0.0], [-1.2, -0.9, -0.3], [0.3, -0.9, 2.9], [0.2, 0.4, -3.2], [-0.1, -0.2, 0.1], [1.2, 0.7, 1.2], [-0.5, -0.1, -0.1], [0.1, 0.2, -0.1], [-0.1, -0.1, 0.1], [1.9, 0.9, 0.9], [-0.4, 0.5, -2.0], [0.1, 0.1, -0.3], [-0.5, 0.2, -0.4], [-0.4, -0.3, 0.1], [0.5, 0.1, -0.4], [-0.2, 0.4, 0.6], [-1.1, 0.0, 0.2], [2.9, 1.0, 2.2], [-0.7, -1.5, -2.6], [1.5, 0.6, -3.5], [-1.6, -1.4, 2.1], [-0.2, 0.1, 0.1], [0.1, 0.2, -0.2], [-0.2, -0.1, 0.0], [0.2, 0.0, -0.1], [-0.2, 0.0, 0.3], [-0.9, 0.3, 0.3], [-0.2, -0.5, 0.6], [0.2, 0.7, 0.4], [1.8, 0.3, 0.7], [0.1, 2.3, -0.5], [0.9, -3.6, 0.6], [-1.0, 5.9, 0.4], [0.1, -0.9, -0.2], [-0.1, -2.0, -0.6], [0.6, -1.2, 0.6], [0.1, -0.2, 0.4], [-0.3, 0.1, -0.2], [-0.8, -0.3, -0.3], [-0.4, -1.0, 0.2], [0.0, -0.6, 0.1], [-0.6, 0.3, -0.3], [-0.3, 0.4, -0.7], [0.2, 0.4, -0.3], [0.2, -1.1, -1.2], [0.4, 0.6, 0.3], [0.2, -0.4, -0.1], [-4.0, -0.9, 0.1], [1.4, -0.1, -0.7], [2.9, 2.6, 1.0], [-0.7, 0.1, -0.2], [-0.7, -0.1, 0.4], [-0.2, 0.1, 0.5], [0.1, 0.8, 0.4], [0.1, -0.2, -0.1], [0.1, 0.0, 0.0], [0.1, -0.7, 0.1], [0.1, -0.1, -0.2], [0.0, -0.6, -0.2], [1.7, -0.7, -0.7], [0.9, -0.1, 0.8], [-0.4, -3.3, -1.1], [0.9, 0.3, 2.1], [-4.0, 2.2, -2.0], [0.6, 1.2, 0.8], [1.0, 0.0, -0.6], [-0.8, 0.3, -0.4], [-0.3, -0.1, 0.5], [0.2, -0.4, 0.1], [-0.3, 0.1, 0.2], [0.5, 0.9, -0.1], [0.0, 0.1, 0.0], [0.3, -0.7, -0.1], [-0.2, 0.4, 0.4]], "mulliken_spin": [0.000, 0.000, 0.000, 0.005, 0.002, 0.000, 0.000, 0.000, 0.000, 0.000, 0.000, 0.000, 0.000, -0.001, 0.000, 0.000, 0.000, 0.000, 0.000, 0.000, 0.000, 0.000, 0.001, 0.000, 0.000, 0.000, 0.000, 0.000, 0.000, 0.000, 0.000, -0.001, 0.000, 0.000, 0.000, 0.000, 0.000, 0.000, 0.000, 0.000, 0.000, 0.000, 0.000, 0.000, 0.000, 0.000, 0.000, 0.000, 0.000, 0.000, 0.000, 0.000, 0.000, 0.000, 0.000, 0.000, 0.000, 0.000, 0.000, 0.000, 0.000, 0.000, 0.000, 0.000, 0.000, 0.000, 0.000, 0.000, 0.000, 0.000, 0.000, 0.001, -0.002, 0.000, 0.000, 0.001, 0.000, 0.000, 0.000, 0.000, 0.000, 0.000, 0.000, 0.000, 0.000, 0.000, 0.000, 0.000, 0.000, 0.000, 0.000, 0.000, 0.000, 0.000, 0.000, 0.000, 0.000, 0.000, 0.000, 0.000, 0.000, 0.000, 0.000, 0.000, 0.000, 0.000, 0.000, 0.000, 0.000, 0.000, 0.000, 0.000, 0.000, 0.000, 0.000, 0.000, 0.000, 0.000, 0.000, 0.000, 0.000, 0.000, 0.000, 0.000, 0.000, 0.000, 0.000, 0.000, 0.000, 0.000, 0.000, 0.000, 0.000, 0.000, 0.000, 0.000, 0.000, 0.000, 0.000, 0.000, 0.000, 0.000, 0.000, 0.000, 0.000, 0.003, 0.004, 0.014, -0.032, 0.916, 0.093, -0.009, -0.001, 0.002, 0.000, 0.002, 0.001, 0.002, -0.005, 0.003, 0.000, 0.000, 0.000, 0.000, 0.000, 0.000, 0.000, 0.000, 0.000, 0.000, 0.000, 0.000, 0.000, 0.000, 0.000, 0.000, 0.000, 0.000, 0.000, 0.000, 0.000, 0.000, 0.000, 0.000, 0.000, 0.000, 0.000, 0.000, 0.000, 0.000]}